The following is a DFT calculation (wB97M-V/def2-TZVPD) of a 2-piece molecular cluster, C2H11N2 overall in a non-equilibrium geometry.

Each line ends with the natural charge from an NBO analysis.
CARTESIAN COORDINATES (ANGSTROEM)
N1 0.299755 1.786219 1.398372  -1.125
H1 -0.216272 2.495756 1.074658  0.353
H2 0.374231 0.455379 0.153435  0.441
H3 1.102627 2.330541 1.356357  0.363
H4 -0.055169 1.595757 2.438839  0.370
C1 -0.685442 -1.241143 0.369655  -0.563
N2 0.430574 -0.462423 -0.241911  -0.806
C2 0.085067 -0.370737 -1.724857  -0.559
H5 -0.219614 -1.572515 1.349896  0.215
H6 -1.662994 -0.709898 0.158763  0.222
H7 -0.828241 -2.223232 -0.126938  0.213
H8 1.341465 -0.944920 -0.104861  0.244
H9 -0.065025 -1.474542 -1.976980  0.203
H10 0.999800 0.124075 -2.191831  0.212
H11 -0.900762 0.211683 -1.932597  0.218

Atoms 1-3, force components in eV/Å:
N -0.507 -3.683 3.653
H -3.997 2.972 -1.660
H 0.596 1.330 1.085

Net charge: 0
Electronic energy (eV): -5227.9763
2S+1: 2
Energy relative to the best compared isomer or geometry (same formula, charge and spin) (kcal/mol): 37.0
<S²>: 0.7506

---

The following is a DFT calculation (wB97M-V/def2-TZVPD) of a single C13H8N2 molecule in a non-equilibrium geometry.

Each line ends with the natural charge from an NBO analysis.
CARTESIAN COORDINATES (ANGSTROEM)
C1 -1.271183 -1.411101 2.511756  -0.209
C2 -1.392197 2.042128 -2.043111  -0.161
C3 -0.071897 -1.882021 2.992800  -0.190
C4 -0.256858 2.113407 -2.890091  -0.206
C5 -1.273286 -0.624403 1.335667  -0.157
C6 -1.350051 1.136153 -0.950135  -0.185
C7 1.146269 -1.525850 2.360616  -0.245
C8 0.848801 1.277507 -2.647195  -0.165
C9 -0.129795 -0.319661 0.631111  -0.132
C10 -0.203478 0.476154 -0.553781  0.015
C11 1.094624 -0.808290 1.180578  0.233
C12 0.956371 0.575904 -1.463098  -0.106
C13 2.117119 -0.151371 -1.030912  0.369
N1 2.810970 -1.182824 -0.944632  -0.182
N2 2.276743 -0.488949 0.376560  -0.385
H1 -2.257174 -1.683066 3.040779  0.218
H2 -2.214337 2.593720 -2.192624  0.210
H3 -0.149062 -2.456380 3.824231  0.208
H4 -0.175634 2.594113 -3.783488  0.214
H5 -2.158632 -0.361202 0.986939  0.187
H6 -2.164315 0.941398 -0.305731  0.209
H7 2.060877 -2.039425 2.782318  0.237
H8 1.756127 1.184059 -3.218557  0.223

Atoms 1-3, force components in eV/Å:
C -1.279 0.291 -0.426
C 4.321 -2.911 0.604
C 0.381 2.279 -2.331

Net charge: 0
Structure (SMILES): c1ccc2c(c1)C1=NN1c1ccccc1-2
Electronic energy (eV): -16586.4551
Energy relative to the best compared isomer or geometry (same formula, charge and spin) (kcal/mol): 64.9

---

The following is a DFT calculation (wB97M-V/def2-TZVPD) of C41H37CoF5OP2 as an isolated structure in a non-equilibrium geometry.

Each line ends with the Löwdin charge.
CARTESIAN COORDINATES (ANGSTROEM)
Co1 -1.207233 -1.756231 1.287021  0.911
C1 3.923065 -2.239826 3.853677  -0.106
C2 3.536166 -1.190341 3.120241  -0.107
C3 3.857338 -0.828479 1.718659  -0.206
C4 3.191082 -1.672780 0.589473  -0.181
C5 3.555470 -3.126120 0.532839  -0.114
C6 4.493521 -3.778887 1.234143  -0.104
C7 5.537918 -3.202689 2.137950  -0.201
C8 5.090771 -3.125361 3.621740  -0.182
C9 -2.910265 -2.071560 2.681142  -0.163
H1 3.441366 -2.413330 4.824509  0.105
H2 2.830777 -0.479926 3.561634  0.086
H3 4.948562 -0.834118 1.551042  0.099
H4 3.484036 0.207943 1.554988  0.103
H5 2.090014 -1.646300 0.701737  0.085
H6 3.375077 -1.191029 -0.396662  0.118
H7 3.014978 -3.685718 -0.245877  0.106
H8 4.538294 -4.875323 1.173407  0.110
H9 5.924305 -2.236915 1.788976  0.094
H10 6.401195 -3.882478 2.115915  0.109
H11 4.875545 -4.144396 3.987694  0.111
H12 5.938540 -2.742058 4.232899  0.124
H13 -2.444517 -2.163225 3.681910  -0.029
H14 -3.583136 -2.950769 2.607350  -0.017
H15 -3.548788 -1.171682 2.675307  -0.040
P1 -1.696225 2.898361 -0.774313  0.950
P2 -2.150491 1.200709 -2.857942  0.950
C10 -0.448221 3.085597 -2.092016  -0.303
C11 -0.770331 2.337898 -3.186481  -0.324
C12 -2.250443 4.680544 -0.684906  -0.378
C13 -1.521016 5.764540 -1.195416  -0.103
C14 -2.027991 7.065399 -1.110626  -0.085
C15 -3.283744 7.301973 -0.555040  -0.085
C16 -4.001641 6.229592 -0.013701  -0.086
C17 -3.493184 4.934150 -0.069611  -0.105
C18 -0.625947 2.580290 0.673349  -0.369
C19 -0.228273 1.264347 0.998260  -0.118
C20 0.661385 1.056524 2.049709  -0.095
C21 1.013267 2.125468 2.889047  -0.072
C22 0.614192 3.431094 2.572319  -0.069
C23 -0.182930 3.660307 1.447234  -0.085
C24 -3.140733 1.622556 -4.377081  -0.357
C25 -3.732533 2.899938 -4.430838  -0.106
C26 -4.435599 3.308426 -5.563445  -0.091
C27 -4.600563 2.437287 -6.647011  -0.095
C28 -4.049055 1.151993 -6.588150  -0.085
C29 -3.327797 0.747355 -5.455053  -0.089
C30 -1.370109 -0.385277 -3.350914  -0.409
C31 -2.144254 -1.545143 -3.163470  -0.134
C32 -1.632907 -2.787198 -3.533101  -0.089
C33 -0.343325 -2.876007 -4.077378  -0.087
C34 0.441958 -1.725820 -4.234091  -0.080
C35 -0.062214 -0.480225 -3.843502  -0.092
H16 0.408701 3.760508 -1.968222  0.077
H17 -0.314347 2.403158 -4.181340  0.087
H18 -0.559595 5.600670 -1.685842  0.089
H19 -1.436970 7.896618 -1.492645  0.104
H20 -3.700799 8.307300 -0.539161  0.104
H21 -4.969732 6.405059 0.445215  0.102
H22 -4.055151 4.095698 0.342483  0.100
H23 -0.606973 0.428843 0.398022  0.055
H24 1.104655 0.067907 2.241749  0.078
H25 1.591862 1.948153 3.802458  0.109
H26 0.921000 4.279606 3.191432  0.109
H27 -0.450993 4.681749 1.163648  0.100
H28 -3.595946 3.586181 -3.593734  0.095
H29 -4.847684 4.319384 -5.608471  0.104
H30 -5.171310 2.751435 -7.523682  0.101
H31 -4.165516 0.464471 -7.431621  0.104
H32 -2.867515 -0.242038 -5.438717  0.095
H33 -3.151554 -1.457212 -2.757028  0.103
H34 -2.247267 -3.681187 -3.415176  0.105
H35 0.056716 -3.848359 -4.369835  0.103
H36 1.441570 -1.789351 -4.672533  0.105
H37 0.547539 0.415932 -3.965999  0.087
F1 2.730856 -5.938191 5.968269  0.095
C36 1.917216 -5.316911 5.091463  -0.151
C37 1.868699 -5.762334 3.771573  -0.143
F2 2.488645 -6.917788 3.430989  0.097
C38 1.192060 -5.026794 2.819321  -0.133
F3 1.293268 -5.403208 1.525904  0.085
C39 0.453287 -3.842257 3.136503  -0.281
O1 -0.137495 -3.142150 2.229560  -0.192
C40 0.496221 -3.473205 4.519948  -0.139
F4 -0.130952 -2.335954 4.894451  0.078
C41 1.175081 -4.200330 5.477401  -0.152
F5 1.157067 -3.818481 6.776070  0.099

Atoms 1-3, force components in eV/Å:
Co -0.794 -1.921 2.851
C -0.168 0.714 0.568
C -0.830 -0.405 0.650

Net charge: 0
Electronic energy (eV): -114949.5788
2S+1: 4
Energy relative to the best compared isomer or geometry (same formula, charge and spin) (kcal/mol): 56.7
<S²>: 3.7586

---

The following is a DFT calculation (wB97M-V/def2-TZVPD) of a single C6H10O molecule in a non-equilibrium geometry.

Each line ends with the natural charge from an NBO analysis.
CARTESIAN COORDINATES (ANGSTROEM)
C1 -2.093306 0.154307 0.344973  -0.634
C2 0.362837 0.233157 -2.076927  -0.653
C3 1.886027 -0.968810 1.360314  -0.692
C4 -0.748434 0.894285 0.419148  0.326
C5 0.356292 0.029528 -0.618389  -0.059
C6 0.936149 -0.415636 0.404175  0.205
O1 -0.673556 2.130280 0.305503  -0.684
H1 -0.259385 0.392081 1.431936  0.078
H2 -1.964177 -0.922779 0.445942  0.207
H3 -2.732292 0.521141 1.147491  0.228
H4 -2.559079 0.382368 -0.614684  0.212
H5 0.208056 1.297984 -2.266134  0.256
H6 -0.463760 -0.309026 -2.542527  0.234
H7 1.299313 -0.081414 -2.537196  0.227
H8 2.344510 -0.173017 1.952395  0.249
H9 2.681396 -1.479411 0.805448  0.257
H10 1.419410 -1.685038 2.038534  0.243

Atoms 1-3, force components in eV/Å:
C 0.283 -0.189 -0.424
C -0.183 0.053 -0.101
C -0.061 0.148 0.421

Net charge: 0
Electronic energy (eV): -8427.1748
Energy relative to the best compared isomer or geometry (same formula, charge and spin) (kcal/mol): 93.8

---

Copy entry 1 word for word.
The following is a DFT calculation (wB97M-V/def2-TZVPD) of a 2-piece molecular cluster, C2H11N2 overall in a non-equilibrium geometry.

Each line ends with the natural charge from an NBO analysis.
CARTESIAN COORDINATES (ANGSTROEM)
N1 0.299755 1.786219 1.398372  -1.125
H1 -0.216272 2.495756 1.074658  0.353
H2 0.374231 0.455379 0.153435  0.441
H3 1.102627 2.330541 1.356357  0.363
H4 -0.055169 1.595757 2.438839  0.370
C1 -0.685442 -1.241143 0.369655  -0.563
N2 0.430574 -0.462423 -0.241911  -0.806
C2 0.085067 -0.370737 -1.724857  -0.559
H5 -0.219614 -1.572515 1.349896  0.215
H6 -1.662994 -0.709898 0.158763  0.222
H7 -0.828241 -2.223232 -0.126938  0.213
H8 1.341465 -0.944920 -0.104861  0.244
H9 -0.065025 -1.474542 -1.976980  0.203
H10 0.999800 0.124075 -2.191831  0.212
H11 -0.900762 0.211683 -1.932597  0.218

Atoms 1-3, force components in eV/Å:
N -0.507 -3.683 3.653
H -3.997 2.972 -1.660
H 0.596 1.330 1.085

Net charge: 0
Electronic energy (eV): -5227.9763
2S+1: 2
Energy relative to the best compared isomer or geometry (same formula, charge and spin) (kcal/mol): 37.0
<S²>: 0.7506

---

Question: Among the records above, which one has the lowest electronic energy?
Answer: C41H37CoF5OP2

---

Question: Which formula does entry 4 have?
Answer: C6H10O